Computed, not measured: a structure of composition C50H75N2O4RbSi3, with wB97M-V/def2-TZVPD.

Summary:
orbital gap (spin up / spin down)	5.0 / 5.0	eV
total charge	-2
HOMO level (spin up / spin down)	-1.5 / -1.5	eV
2S+1	1

Element x y z (Å)
H 3.85 4.39 -3.86
C 7.28 3.01 -1.92
H 0.52 3.03 -2.74
H -1.47 -1.14 4.55
C 6.42 -3.75 -1.27
C 3.42 -1.43 0.69
C 5.45 1.31 -1.94
H 8.36 3.18 -2.05
H -0.41 1.89 6.14
H -1.80 0.12 5.76
C 1.38 -3.14 4.34
C -1.14 -0.17 4.94
H 3.85 2.33 -5.40
H 8.47 1.20 -3.62
C 7.10 -4.43 1.02
H 7.21 -4.40 -1.65
O -1.75 0.49 2.75
H 4.72 -1.98 -0.92
C 0.39 3.75 5.56
C 2.58 1.21 -1.63
C -0.65 2.16 4.02
C 2.83 -1.80 1.99
H -5.23 -1.22 -2.72
H 2.02 -5.60 4.56
H 0.55 -4.84 1.40
H -1.20 -4.57 1.33
H 4.63 -4.67 2.39
H 0.69 4.02 6.57
Si -0.16 -4.26 -0.95
H -5.11 -3.64 -2.02
H 1.08 -3.65 5.26
H -0.23 -6.82 -0.90
C 3.19 1.94 -2.74
C 2.41 2.74 -3.80
C -0.46 3.08 2.90
H -2.33 -0.91 -4.14
C 1.44 -1.39 -2.88
H 2.21 -2.16 -2.98
O 2.05 -1.01 2.55
H -0.12 -0.26 5.31
H 2.23 2.76 -5.96
H -4.61 2.78 -1.27
C 0.88 2.65 -3.69
H 0.44 3.24 -4.50
H -0.74 -6.17 -2.47
H 4.96 -6.15 0.74
H 6.05 -6.35 -0.64
C 4.41 -2.25 0.09
H -0.85 -0.16 -4.76
C -5.08 0.83 -2.08
H 4.75 -3.77 4.72
H -2.46 1.97 -0.27
H 1.17 5.56 4.66
H -3.19 -4.02 0.72
C 2.59 -5.20 3.72
O 1.36 1.19 -1.39
C 4.28 -3.75 1.94
H 2.23 4.81 -4.44
C 5.31 -5.69 -0.19
H 5.53 0.02 -0.23
Si -2.82 -2.67 -1.38
H 1.49 -0.99 -1.86
H 3.84 -2.32 5.18
N 2.91 -0.34 0.12
H 3.56 -5.71 3.71
H 7.14 0.03 -3.66
O -0.86 2.86 1.74
N -2.71 0.03 -0.90
H 6.83 -2.75 -1.14
C -4.08 -3.74 -2.37
H 7.00 3.34 -0.92
C -1.22 0.84 3.80
H 1.94 -4.41 -2.35
C -0.23 2.56 5.31
H 7.52 -3.44 1.22
H -4.34 -2.68 0.62
H -2.66 -2.37 1.09
H 6.75 3.63 -2.64
H 0.53 1.62 -3.78
H -1.04 -3.58 -5.10
H 5.00 2.55 -3.63
Rb 0.01 0.52 0.84
C -3.30 -2.97 0.44
H 2.53 1.16 -5.27
C 5.91 -4.30 0.06
H 7.56 -0.35 -1.19
H -3.79 -4.79 -2.28
C 4.91 0.52 -0.97
C -0.79 -6.02 -1.39
H -1.39 0.17 -3.10
H 6.80 -4.87 1.97
C 7.39 1.08 -3.51
H 3.46 -3.89 5.93
H 2.16 -3.35 -0.95
C -4.30 1.74 -1.38
C 6.95 1.52 -2.10
C 2.79 2.22 -5.19
H -1.84 -6.11 -1.10
C 3.28 -3.07 2.57
C -1.32 -0.60 -3.87
C 2.78 4.23 -3.70
H -0.09 -3.19 1.32
C 3.76 -3.40 5.00
C 4.86 -3.39 0.69
H 0.54 -4.07 -4.48
C -3.46 -0.87 -1.54
C 3.50 0.40 -0.81
H 2.53 4.61 -2.71
C -1.09 -2.96 -1.83
H 7.51 1.02 -0.06
H 8.83 0.89 -1.24
C 2.74 -3.67 3.88
H 2.20 -5.11 -0.74
H 6.90 1.66 -4.29
H -4.05 -3.48 -3.44
C -4.65 -0.49 -2.17
C 7.76 0.72 -1.08
C -0.23 -4.21 0.96
H 0.42 -2.69 -5.59
C 1.71 -4.29 -1.29
H 2.06 -5.43 2.80
C -0.07 -3.20 -4.75
C 4.56 1.96 -2.83
H 0.62 -3.32 3.57
H 5.62 -3.71 -2.01
H 4.45 -5.62 -0.87
H 7.88 -5.06 0.58
C 0.25 4.30 3.22
H -6.01 1.14 -2.54
Si -0.30 -2.07 -3.22
C 0.65 4.62 4.48
C -3.11 1.30 -0.82
H 1.42 -2.07 4.51
H 0.44 4.96 2.38
H 1.70 -0.57 -3.56

***

Computed, not measured: a structure of composition C4H7NO2 in a non-equilibrium geometry, with wB97M-V/def2-TZVPD.

Summary:
orbital gap (spin up / spin down)	7.4 / 7.4	eV
HOMO level (spin up / spin down)	-7.6 / -7.6	eV
2S+1	1

Element x y z (Å)
H 0.06 2.66 -0.18
N -0.52 -0.10 -0.10
C 1.33 -0.57 0.20
O 1.41 -1.62 -0.62
H -1.66 -0.98 1.47
H 0.85 1.36 -1.99
C 0.31 1.61 -0.01
C -1.71 -0.16 0.75
O 1.95 -0.56 1.24
H -2.57 -0.33 0.09
C 0.77 0.90 -1.00
H -1.90 0.77 1.28
H -0.56 -0.91 -0.73
H 2.26 -2.05 -0.41